# 1
# C14H37F2FeO5

A molecular structure, C14H37F2FeO5 in a non-equilibrium geometry (wB97M-V/def2-TZVPD, the Open Molecules 2025 dataset).

Kohn-Sham gap (spin up / spin down), eV: 9.520 / 7.547
Total charge: 0
LUMO (spin up / spin down), Ha: 0.0036 / -0.0616
2S+1: 6

Positions of all 59 atoms, in Å:
Fe (1.083, -1.098, 1.330)
C (-2.562, -3.313, 2.402)
C (-1.086, -3.433, 2.467)
O (-0.328, -2.292, 2.221)
H (-2.986, -2.774, 1.555)
H (-2.912, -2.695, 3.228)
H (-2.987, -4.315, 2.463)
H (-0.837, -4.181, 1.715)
H (-0.748, -3.917, 3.383)
F (-0.094, -0.356, -0.035)
F (2.666, -0.142, 0.550)
C (-3.777, 1.633, -2.501)
C (-2.954, 1.022, -1.373)
C (-3.792, 0.224, -0.391)
O (-2.039, 0.087, -1.957)
H (-3.172, 2.292, -3.123)
H (-4.579, 2.228, -2.064)
H (-4.324, 0.938, -3.139)
H (-2.410, 1.813, -0.856)
H (-3.232, -0.248, 0.416)
H (-4.328, -0.583, -0.891)
H (-4.552, 0.833, 0.099)
H (-1.441, -0.102, -1.230)
C (-0.819, 2.450, 2.294)
C (0.629, 1.844, 2.289)
C (1.512, 2.404, 3.419)
O (0.564, 0.472, 2.577)
H (-1.301, 2.244, 3.250)
H (-1.355, 2.042, 1.437)
H (-0.908, 3.518, 2.095)
H (1.194, 1.997, 1.370)
H (2.531, 2.022, 3.358)
H (1.085, 2.095, 4.373)
H (1.724, 3.473, 3.392)
H (0.087, 0.531, 3.408)
C (3.083, 3.902, -2.707)
C (2.732, 3.063, -1.520)
C (1.260, 2.687, -1.648)
O (3.463, 1.885, -1.603)
H (2.491, 4.817, -2.734)
H (2.785, 3.384, -3.618)
H (4.145, 4.138, -2.769)
H (2.921, 3.526, -0.551)
H (0.549, 3.512, -1.690)
H (1.012, 2.030, -0.815)
H (1.078, 2.025, -2.494)
H (3.123, 1.264, -0.955)
C (2.656, -3.999, -1.523)
C (1.546, -3.026, -1.131)
C (0.160, -3.555, -1.444)
O (1.701, -2.836, 0.252)
H (2.701, -3.813, -2.597)
H (2.340, -5.036, -1.408)
H (3.653, -3.896, -1.095)
H (1.645, -2.015, -1.527)
H (-0.140, -4.381, -0.800)
H (0.053, -3.983, -2.441)
H (-0.553, -2.742, -1.301)
H (2.045, -3.668, 0.586)

# 2
# C4H5N3O

A single C4H5N3O molecule in a non-equilibrium geometry (wB97M-V/def2-TZVPD, the Open Molecules 2025 dataset).

Kohn-Sham gap, eV: 10.013
SMILES: O=CNn1cccn1
Total charge: 0
LUMO, Ha: 0.0255
ΔE to the lowest compared entry with this formula, charge and spin, kcal per mole: 132.2

Positions of all 13 atoms, in Å:
O (1.974, 1.163, 0.847)
C (2.290, 0.102, 0.134)
N (1.408, -0.659, -0.633)
N (0.006, -0.232, -0.389)
C (-0.904, -1.060, 0.418)
C (-1.991, -0.149, 0.507)
C (-1.742, 1.079, -0.243)
N (-0.367, 1.051, -0.640)
H (3.358, -0.314, -0.163)
H (1.546, -1.085, -1.451)
H (-0.401, -1.739, 1.298)
H (-3.085, -0.358, 0.854)
H (-2.092, 2.203, -0.538)

# 3
# C32H48N3O12S4

5 unconnected molecules or ions with the total composition C32H48N3O12S4 in a non-equilibrium geometry (wB97M-V/def2-TZVPD, the Open Molecules 2025 dataset).

Kohn-Sham gap, eV: 7.072
Total charge: +1
LUMO, Ha: -0.1762

Positions of all 99 atoms, in Å:
O (-1.137, -0.401, -0.049)
C (-0.515, 0.172, -0.823)
N (-0.067, 0.711, -1.862)
N (0.605, -0.240, -2.662)
N (1.782, -0.616, -2.181)
C (2.379, -1.483, -2.971)
C (3.718, -1.989, -2.438)
C (3.445, -3.356, -1.736)
O (3.324, -3.171, -0.339)
C (1.901, -1.989, -4.234)
C (2.729, -2.957, -5.058)
C (2.547, -4.441, -4.657)
O (3.508, -5.127, -4.468)
C (0.639, -1.546, -4.652)
C (0.010, -0.634, -3.768)
C (-1.388, -0.084, -4.097)
O (-2.357, -0.425, -3.129)
C (-2.711, -1.767, -3.088)
C (-3.420, -2.163, -1.940)
C (-3.876, -3.470, -1.769)
C (-3.595, -4.440, -2.754)
C (-2.892, -4.056, -3.895)
C (-2.464, -2.724, -4.076)
H (4.075, -1.309, -1.650)
H (4.481, -2.054, -3.219)
H (2.493, -3.808, -2.087)
H (4.261, -4.046, -2.017)
H (2.721, -3.878, -0.040)
H (2.360, -2.867, -6.099)
H (3.787, -2.673, -5.109)
H (1.510, -4.831, -4.521)
H (0.177, -1.880, -5.578)
H (-1.319, 1.016, -4.120)
H (-1.702, -0.372, -5.113)
H (-3.656, -1.443, -1.150)
H (-4.443, -3.733, -0.874)
H (-3.948, -5.466, -2.630)
H (-2.662, -4.765, -4.694)
H (-1.949, -2.467, -5.000)
C (0.911, 5.345, 0.585)
C (0.394, 3.953, 0.209)
C (1.427, 3.315, -0.726)
S (3.009, 4.042, -0.296)
O (3.476, 4.817, -1.418)
O (3.836, 3.041, 0.336)
C (2.380, 5.155, 0.951)
H (0.347, 5.776, 1.408)
H (0.822, 6.015, -0.274)
H (0.295, 3.346, 1.112)
H (-0.589, 4.002, -0.264)
H (1.481, 2.239, -0.591)
H (1.223, 3.549, -1.770)
H (2.949, 6.082, 0.940)
H (2.482, 4.660, 1.917)
C (-4.515, 4.205, 1.402)
C (-4.480, 5.203, 0.237)
C (-3.946, 6.531, 0.786)
S (-2.888, 6.110, 2.175)
O (-3.481, 6.624, 3.379)
O (-1.512, 6.381, 1.829)
C (-3.171, 4.345, 2.110)
H (-4.680, 3.185, 1.057)
H (-5.326, 4.465, 2.086)
H (-3.809, 4.830, -0.541)
H (-5.463, 5.332, -0.214)
H (-3.363, 7.073, 0.045)
H (-4.750, 7.163, 1.160)
H (-3.167, 3.936, 3.118)
H (-2.367, 3.901, 1.522)
C (-1.364, -3.329, 3.024)
C (-1.845, -4.761, 2.761)
C (-0.797, -5.441, 1.871)
S (0.766, -4.639, 2.239)
O (1.213, -3.928, 1.055)
O (1.626, -5.555, 2.934)
C (0.109, -3.448, 3.398)
H (-1.938, -2.847, 3.814)
H (-1.472, -2.730, 2.115)
H (-1.927, -5.297, 3.708)
H (-2.828, -4.777, 2.291)
H (-0.709, -6.504, 2.084)
H (-1.010, -5.291, 0.813)
H (0.655, -2.511, 3.312)
H (0.231, -3.862, 4.399)
C (3.073, 0.264, 3.029)
C (3.160, 0.108, 4.553)
C (2.310, 1.221, 5.181)
S (1.031, 1.605, 3.984)
O (1.237, 2.953, 3.511)
O (-0.246, 1.156, 4.482)
C (1.595, 0.470, 2.720)
H (3.473, -0.605, 2.508)
H (3.645, 1.140, 2.712)
H (2.762, -0.868, 4.843)
H (4.190, 0.157, 4.905)
H (1.843, 0.901, 6.110)
H (2.892, 2.125, 5.349)
H (1.417, 0.899, 1.734)
H (1.034, -0.458, 2.835)

# 4
# CH2FO3S2

2 unconnected molecules or ions with the total composition CH2FO3S2 in a non-equilibrium geometry (wB97M-V/def2-TZVPD, the Open Molecules 2025 dataset).

Kohn-Sham gap (spin up / spin down), eV: 8.563 / 6.471
Total charge: -1
LUMO (spin up / spin down), Ha: 0.1282 / 0.0740
ΔE to the lowest compared entry with this formula, charge and spin, kcal per mole: 69.9

Positions of all 9 atoms, in Å:
C (1.662, 0.173, 0.250)
O (-0.031, 1.110, -1.576)
O (2.000, 2.234, -1.726)
O (-0.060, 3.559, -2.147)
F (0.727, -0.706, 0.592)
S (0.311, 2.815, 0.573)
S (0.595, 2.414, -1.499)
H (1.966, 0.907, 1.060)
H (1.947, 0.442, -0.705)

# 5
# C4H6N2O

2 unconnected molecules or ions with the total composition C4H6N2O in a non-equilibrium geometry (wB97M-V/def2-TZVPD, the Open Molecules 2025 dataset).

Kohn-Sham gap (spin up / spin down), eV: 8.974 / 8.973
Total charge: 0
LUMO (spin up / spin down), Ha: 0.0239 / 0.0239
ΔE to the lowest compared entry with this formula, charge and spin, kcal per mole: 171.2

Positions of all 13 atoms, in Å:
C (1.817, 0.201, 1.294)
O (1.021, 1.145, 0.568)
C (0.392, 0.670, -0.467)
N (0.453, -0.397, -1.120)
N (-0.422, -1.217, -1.536)
C (-2.255, -0.015, -0.657)
C (-2.009, 0.613, 0.351)
H (2.275, 0.745, 2.123)
H (1.183, -0.616, 1.649)
H (2.567, -0.171, 0.591)
H (-0.097, -1.723, -2.365)
H (-2.538, -0.468, -1.569)
H (-2.386, 1.233, 1.137)

# 6
# CHN2O3P

2 unconnected molecules or ions with the total composition CHN2O3P in a non-equilibrium geometry (wB97M-V/def2-TZVPD, the Open Molecules 2025 dataset).

Kohn-Sham gap (spin up / spin down), eV: 4.992 / 4.992
Total charge: -2
LUMO (spin up / spin down), Ha: 0.2773 / 0.2773
ΔE to the lowest compared entry with this formula, charge and spin, kcal per mole: 99.3

Positions of all 8 atoms, in Å:
C (0.274, -0.112, 0.157)
N (3.151, 0.792, -0.283)
N (2.084, 1.172, -0.142)
O (-0.700, -0.009, 1.360)
O (-2.116, 1.031, -0.680)
O (-2.138, -1.509, -0.326)
P (-1.426, -0.190, -0.175)
H (0.872, -1.174, 0.091)

# 7
# C4H10N2O

A single C4H10N2O molecule in a non-equilibrium geometry (wB97M-V/def2-TZVPD, the Open Molecules 2025 dataset).

Kohn-Sham gap, eV: 10.040
SMILES: CN[C@H](C)C(N)=O
Total charge: 0
LUMO, Ha: 0.0323
ΔE to the lowest compared entry with this formula, charge and spin, kcal per mole: 53.3

Positions of all 17 atoms, in Å:
C (-0.121, 1.821, 0.392)
N (0.933, 0.979, -0.292)
C (0.236, -0.247, -0.757)
C (-1.350, -0.446, -0.819)
C (0.697, -1.455, 0.050)
N (0.812, -1.218, 1.415)
O (0.874, -2.555, -0.502)
H (0.233, 2.630, 0.964)
H (-1.112, 2.018, -0.153)
H (-0.582, 1.131, 1.117)
H (1.348, 1.627, -0.884)
H (0.677, -0.546, -1.693)
H (-1.746, 0.055, 0.117)
H (-1.331, -1.596, -0.826)
H (-1.724, -0.161, -1.824)
H (1.417, -1.812, 2.014)
H (0.742, -0.227, 1.680)

# 8
# C43H45AsCsF10N3OS2Te

A molecular structure, C43H45AsCsF10N3OS2Te (wB97M-V/def2-TZVPD, the Open Molecules 2025 dataset).

Kohn-Sham gap, eV: 5.177
Total charge: -2
LUMO, Ha: 0.1256
ΔE to the lowest compared entry with this formula, charge and spin, kcal per mole: 7.1

Positions of all 107 atoms, in Å:
Cs (1.492, 0.455, -0.009)
C (2.342, -4.192, -1.675)
N (1.937, -2.972, -1.007)
C (1.726, -3.204, 0.419)
C (3.006, -3.125, 1.261)
N (3.593, -1.803, 1.250)
C (4.605, -1.513, 0.453)
C (5.058, -0.149, 0.409)
F (4.437, 0.750, 1.215)
C (6.087, 0.328, -0.364)
F (6.410, 1.635, -0.316)
C (6.809, -0.518, -1.190)
F (7.809, -0.056, -1.981)
C (6.446, -1.850, -1.185)
F (7.130, -2.713, -1.966)
C (5.416, -2.328, -0.403)
F (5.221, -3.677, -0.474)
C (0.763, -2.383, -1.658)
C (1.051, -1.730, -3.020)
N (1.124, -0.284, -2.891)
C (1.283, 0.444, -3.983)
C (1.483, 1.858, -3.852)
F (1.598, 2.370, -2.602)
C (1.598, 2.743, -4.891)
F (1.763, 4.059, -4.637)
C (1.563, 2.310, -6.208)
F (1.638, 3.183, -7.244)
C (1.424, 0.953, -6.413)
F (1.393, 0.485, -7.680)
C (1.305, 0.062, -5.364)
F (1.194, -1.249, -5.727)
H (3.215, -4.618, -1.182)
H (2.610, -3.996, -2.713)
H (1.529, -4.943, -1.664)
H (1.244, -4.188, 0.586)
H (1.029, -2.455, 0.792)
H (3.683, -3.936, 0.979)
H (2.687, -3.344, 2.292)
H (0.361, -1.632, -0.981)
H (-0.037, -3.140, -1.774)
H (0.266, -2.046, -3.719)
H (1.993, -2.141, -3.406)
S (-0.525, 2.167, 2.137)
C (-1.538, 3.539, 1.758)
C (-1.933, 4.451, 2.752)
C (-2.746, 5.533, 2.465)
C (-3.200, 5.752, 1.169)
C (-2.825, 4.863, 0.170)
C (-2.012, 3.770, 0.447)
As (-1.442, 2.476, -0.902)
C (-2.903, 1.185, -0.727)
C (-4.057, 1.404, 0.018)
C (-5.080, 0.464, 0.019)
C (-4.956, -0.703, -0.725)
C (-3.797, -0.938, -1.452)
C (-2.773, 0.000, -1.447)
C (-2.139, 3.390, -2.502)
C (-1.206, 4.124, -3.233)
C (-1.570, 4.783, -4.399)
C (-2.879, 4.710, -4.854)
C (-3.815, 3.974, -4.141)
C (-3.447, 3.317, -2.973)
H (-1.581, 4.284, 3.763)
H (-3.028, 6.215, 3.261)
H (-3.834, 6.600, 0.938)
H (-3.176, 5.026, -0.843)
H (-4.154, 2.313, 0.601)
H (-5.977, 0.644, 0.602)
H (-5.758, -1.433, -0.729)
H (-3.681, -1.857, -2.014)
H (-1.859, -0.190, -2.003)
H (-0.175, 4.161, -2.899)
H (-0.823, 5.331, -4.960)
H (-3.166, 5.211, -5.771)
H (-4.836, 3.905, -4.498)
H (-4.185, 2.739, -2.429)
C (3.690, -0.296, 5.018)
Te (2.462, 0.962, 3.805)
C (1.309, 1.695, 5.448)
H (4.305, 0.288, 5.701)
H (4.324, -0.853, 4.329)
H (3.069, -0.994, 5.575)
H (1.901, 2.347, 6.088)
H (0.912, 0.863, 6.029)
H (0.490, 2.251, 4.994)
C (-3.852, -4.778, 2.395)
C (-2.759, -3.717, 2.495)
C (-3.312, -2.323, 2.259)
S (-2.077, -1.015, 1.966)
O (-1.137, -1.592, 0.952)
C (-1.205, -1.094, 3.570)
C (0.013, -2.010, 3.542)
C (0.511, -2.289, 4.955)
H (-3.448, -5.778, 2.563)
H (-4.314, -4.765, 1.406)
H (-4.641, -4.606, 3.132)
H (-1.984, -3.907, 1.748)
H (-2.282, -3.774, 3.476)
H (-3.945, -1.972, 3.080)
H (-3.912, -2.301, 1.347)
H (-1.934, -1.401, 4.327)
H (-0.908, -0.061, 3.773)
H (0.807, -1.525, 2.973)
H (-0.210, -2.942, 3.024)
H (0.720, -1.354, 5.481)
H (1.432, -2.873, 4.934)
H (-0.233, -2.842, 5.537)

Q: Among the records above, which one has the highest total charge?
A: C32H48N3O12S4

Q: What is the total charge in the first record?
A: 0